Here is a structure of composition C8H20AgBN3O4P2S from the OMol25 dataset. Energies are from wB97M-V/def2-TZVPD.

Structure (XYZ):
```
40
Properties=species:S:1:pos:R:3:nbo_charge:R:1
C -0.4656 -3.2758 0.8042 -0.62
C -0.9639 -2.2313 -0.2138 -0.23
C -1.0594 -2.8469 -1.6320 -0.56
C -0.0480 -0.9973 -0.2856 -0.73
P -0.3461 0.1986 1.0685 1.25
C 0.5371 1.7897 0.9225 -0.76
C 2.0177 1.6581 0.5318 -0.54
S 2.6697 3.2080 -0.1709 0.33
C 2.5429 2.8128 -1.8551 0.26
N 3.4006 3.0529 -2.7863 -0.27
N 2.8150 2.6328 -3.9779 -0.27
C 1.6657 2.1634 -3.6576 0.28
O 1.3982 2.2373 -2.3411 -0.44
O -1.7400 0.7847 0.1791 -1.06
B -2.6232 1.7000 0.6994 1.30
O -2.8501 2.8729 0.0043 -0.93
O -3.1501 1.5215 1.9726 -0.94
P 1.2815 -0.6139 2.5120 0.90
N 1.6769 0.2948 3.7354 -1.30
H -0.9935 -3.1984 1.7567 0.24
H 0.6005 -3.1541 1.0110 0.23
H -0.6120 -4.2979 0.4452 0.20
H -1.9626 -1.9064 0.0897 0.22
H -0.4636 -3.7638 -1.7077 0.23
H -2.1518 -3.0629 -1.8443 0.04
H -0.7244 -2.1791 -2.4259 0.25
H -0.2750 -0.4302 -1.1915 0.26
H 1.0021 -1.2977 -0.3216 0.24
H -1.2120 -0.1377 2.1247 0.00
H 0.4670 2.3104 1.8837 0.27
H 0.0140 2.4026 0.1866 0.27
H 2.6439 1.4523 1.4003 0.26
H 2.1664 0.8848 -0.2209 0.22
H 0.9182 1.7313 -4.3071 0.20
H -3.7227 2.9551 -0.3893 0.51
H -3.8340 0.8595 2.0870 0.50
H 0.7775 -1.8667 2.9302 -0.08
H 2.3992 -1.0393 1.7478 -0.09
H 1.1934 1.1833 3.7790 0.37
Ag -2.9893 -4.4075 -2.5431 0.97
```

## Properties
Lowest unoccupied orbital energy, eV: -6.8
Total charge: +1
Total energy, hartree: -2034.4749
Highest occupied orbital energy, eV: -10.69
Orbital gap, eV: 3.9